Computed, not measured: the ion C4H9N3P with charge +1 in a non-equilibrium geometry, with ωB97M-V/def2-TZVPD.

Calculated values
E_tot	-663.037416	hartree
max |F|	4.83	eV Å⁻¹
charge	+1
SMILES	[H]/N=[N+]1/CC=C[C@@]1(N)P
E_HOMO (spin up / spin down)	-13.64 / -13.64	eV
ΔE to the lowest compared entry with this formula, charge and spin	93.5	kcal/mol

Cartesian coordinates (Å):
H 0.539 2.337 -0.505
N -0.353 1.985 -0.801
N -0.499 0.738 -0.507
C -1.723 -0.052 -0.773
C -1.489 -1.287 -0.104
C -0.273 -1.384 0.484
C 0.436 -0.054 0.272
N 1.061 0.766 1.281
P 1.971 -0.298 -1.072
H -1.879 -0.268 -1.934
H -2.472 0.654 -0.431
H -2.318 -2.033 -0.202
H 0.031 -2.259 0.973
H 1.530 0.475 2.078
H 0.286 1.260 1.789
H 2.467 -1.325 -0.278
H 2.684 0.744 -0.270



Computed, not measured: the ion C5H11NO with charge -1 in a non-equilibrium geometry, with ωB97M-V/def2-TZVPD.

Calculated values
2S+1	2
E_tot	-327.021231	hartree
max |F|	1.53	eV Å⁻¹
charge	-1
E_HOMO (spin up / spin down)	1.53 / -3.70	eV
ΔE to the lowest compared entry with this formula, charge and spin	33.7	kcal/mol

Cartesian coordinates (Å):
C 1.208 -1.214 -1.395
N 0.451 -0.533 -0.411
C -0.988 -0.751 -0.456
C -1.872 0.506 -0.297
C 1.148 0.518 0.302
C 0.688 0.649 1.750
O 2.314 -0.762 -1.829
H 0.701 -2.071 -1.839
H -1.335 -1.575 0.187
H -1.071 -1.198 -1.459
H -1.199 1.360 -0.393
H -2.285 0.504 0.705
H -2.575 0.605 -1.116
H 2.213 0.326 0.162
H 1.065 1.473 -0.254
H 0.871 -0.205 2.399
H 1.052 1.571 2.220
H -0.386 0.797 1.724



Computed, not measured: an isolated molecule of C6H12O, with ωB97M-V/def2-TZVPD.

Calculated values
E_tot	-310.994004	hartree
max |F|	0.28	eV Å⁻¹
charge	0
SMILES	COCC1(C)CC1
E_HOMO	-9.62	eV
ΔE to the lowest compared entry with this formula, charge and spin	41.0	kcal/mol

Cartesian coordinates (Å):
C -0.017 -1.528 1.706
O -0.413 -0.186 1.927
C 0.136 0.780 1.059
C -0.055 0.447 -0.413
C -1.347 -0.280 -0.750
C 0.454 1.455 -1.396
C 1.175 0.147 -1.228
H 0.579 -1.871 2.556
H 0.570 -1.659 0.789
H -0.913 -2.160 1.627
H -0.383 1.715 1.304
H 1.208 0.945 1.263
H -1.882 -0.509 0.178
H -1.148 -1.217 -1.283
H -2.000 0.336 -1.374
H 0.915 2.364 -1.014
H -0.158 1.599 -2.283
H 2.140 0.159 -0.724
H 1.090 -0.605 -2.009



Computed, not measured: an isolated molecule of C16H12ClN5O5 in a non-equilibrium geometry, with ωB97M-V/def2-TZVPD.

Calculated values
E_tot	-1726.819566	hartree
max |F|	2.75	eV Å⁻¹
charge	0
SMILES	O=[N+]([O-])c1nn(-c2ccc3c(c2)OCCO3)n(O)/c1=N\c1ccc(Cl)cc1
E_HOMO	-8.19	eV

Cartesian coordinates (Å):
O 2.105 1.426 -3.963
N 2.681 1.050 -2.947
O 3.919 1.005 -2.781
C 1.855 0.577 -1.909
N 0.647 0.110 -2.052
N 0.231 -0.279 -0.810
C -1.035 -0.889 -0.573
C -2.163 -0.547 -1.358
C -3.422 -1.058 -1.068
C -3.590 -1.910 0.046
C -2.469 -2.270 0.824
C -1.224 -1.717 0.516
O -2.565 -3.049 1.941
C -3.821 -3.688 2.153
C -5.006 -2.807 1.709
O -4.831 -2.398 0.338
N 1.187 0.023 0.205
O 0.696 0.641 1.393
C 2.259 0.617 -0.493
N 3.302 1.231 -0.025
C 3.518 1.294 1.350
C 3.340 2.509 1.994
C 3.534 2.628 3.379
C 4.063 1.577 4.113
Cl 4.197 1.595 5.855
C 4.289 0.379 3.438
C 3.973 0.207 2.054
H -2.052 0.090 -2.250
H -4.247 -0.811 -1.723
H -0.375 -1.976 1.121
H -3.824 -4.664 1.656
H -3.907 -3.934 3.217
H -5.118 -1.932 2.366
H -5.913 -3.424 1.850
H 1.401 1.098 1.853
H 3.018 3.357 1.427
H 3.342 3.590 3.847
H 4.685 -0.444 4.068
H 4.163 -0.759 1.601



Computed, not measured: a structure of composition C22H23F2IrN3O3P in a non-equilibrium geometry, with ωB97M-V/def2-TZVPD.

Calculated values
2S+1	2
E_tot	-1887.203672	hartree
max |F|	2.11	eV Å⁻¹
charge	+1
E_HOMO (spin up / spin down)	-10.65 / -11.12	eV
ΔE to the lowest compared entry with this formula, charge and spin	70.8	kcal/mol

Cartesian coordinates (Å):
Ir 0.178 -0.085 -0.610
N 0.430 3.114 1.901
C 0.798 1.884 1.582
O 1.091 1.613 0.397
C 0.877 0.865 2.683
C 0.217 -0.463 2.320
H 0.377 3.807 1.169
H 0.231 3.390 2.847
H 0.437 1.266 3.597
H 1.938 0.695 2.884
H -0.785 -0.310 1.912
H 0.142 -1.099 3.204
F -3.579 3.308 1.015
C -2.969 2.719 -0.022
C -2.039 1.727 0.233
C -1.385 1.126 -0.828
C -1.674 1.503 -2.146
C -2.609 2.514 -2.338
F -2.874 2.950 -3.577
C -3.269 3.138 -1.299
C -0.953 0.813 -3.219
C -1.374 0.711 -4.538
C -0.617 -0.023 -5.434
C 0.544 -0.640 -4.997
C 0.896 -0.509 -3.671
N 0.170 0.202 -2.808
H -1.865 1.444 1.262
H -3.993 3.918 -1.485
H -2.289 1.183 -4.857
H -0.943 -0.128 -6.460
H 1.172 -1.212 -5.665
H 1.786 -0.981 -3.285
C 2.647 -1.682 2.274
P 1.241 -1.529 1.089
C 0.327 -3.071 1.334
C 2.363 -1.718 -0.376
C 2.580 -2.906 -1.073
C 3.453 -2.911 -2.145
C 4.113 -1.747 -2.536
C 3.909 -0.564 -1.848
C 3.032 -0.543 -0.768
H 3.138 -2.632 2.066
H 2.307 -1.672 3.310
H 3.379 -0.886 2.130
H 0.596 -3.820 0.596
H -0.737 -2.874 1.230
H 0.539 -3.445 2.335
H 2.101 -3.828 -0.787
H 3.622 -3.834 -2.684
H 4.791 -1.770 -3.380
H 4.428 0.339 -2.144
H 2.904 0.373 -0.205
O -0.031 -3.419 -2.036
N -0.754 -2.497 -2.225
O -0.956 -1.736 -1.133



> What is the formula in the third record?

C6H12O



> Which formula does entry 1 have?

C4H9N3P



Please write out number 2 again, unchanged.
Computed, not measured: the ion C5H11NO with charge -1 in a non-equilibrium geometry, with ωB97M-V/def2-TZVPD.

Calculated values
2S+1	2
E_tot	-327.021231	hartree
max |F|	1.53	eV Å⁻¹
charge	-1
E_HOMO (spin up / spin down)	1.53 / -3.70	eV
ΔE to the lowest compared entry with this formula, charge and spin	33.7	kcal/mol

Cartesian coordinates (Å):
C 1.208 -1.214 -1.395
N 0.451 -0.533 -0.411
C -0.988 -0.751 -0.456
C -1.872 0.506 -0.297
C 1.148 0.518 0.302
C 0.688 0.649 1.750
O 2.314 -0.762 -1.829
H 0.701 -2.071 -1.839
H -1.335 -1.575 0.187
H -1.071 -1.198 -1.459
H -1.199 1.360 -0.393
H -2.285 0.504 0.705
H -2.575 0.605 -1.116
H 2.213 0.326 0.162
H 1.065 1.473 -0.254
H 0.871 -0.205 2.399
H 1.052 1.571 2.220
H -0.386 0.797 1.724



What did the first record say?
Computed, not measured: the ion C4H9N3P with charge +1 in a non-equilibrium geometry, with ωB97M-V/def2-TZVPD.

Calculated values
E_tot	-663.037416	hartree
max |F|	4.83	eV Å⁻¹
charge	+1
SMILES	[H]/N=[N+]1/CC=C[C@@]1(N)P
E_HOMO (spin up / spin down)	-13.64 / -13.64	eV
ΔE to the lowest compared entry with this formula, charge and spin	93.5	kcal/mol

Cartesian coordinates (Å):
H 0.539 2.337 -0.505
N -0.353 1.985 -0.801
N -0.499 0.738 -0.507
C -1.723 -0.052 -0.773
C -1.489 -1.287 -0.104
C -0.273 -1.384 0.484
C 0.436 -0.054 0.272
N 1.061 0.766 1.281
P 1.971 -0.298 -1.072
H -1.879 -0.268 -1.934
H -2.472 0.654 -0.431
H -2.318 -2.033 -0.202
H 0.031 -2.259 0.973
H 1.530 0.475 2.078
H 0.286 1.260 1.789
H 2.467 -1.325 -0.278
H 2.684 0.744 -0.270